# 1
Here is 3 unconnected molecules or ions with the total composition C23H51ClN6O4P from the OMol25 dataset. Energies are from ωB97M-V/def2-TZVPD.

Last column: Löwdin charge in e.
Cartesian coordinates (Å):
C1 1.281 1.666 6.154  -0.085
C2 0.535 0.585 6.937  -0.128
C3 0.067 -0.567 6.095  -0.494
O1 0.196 -1.714 6.365  0.154
O2 -0.572 -0.164 4.955  -0.010
C4 -0.543 -1.084 3.867  -0.131
C5 -0.194 -0.290 2.617  -0.094
N1 1.143 0.273 2.749  0.169
C6 2.217 -0.065 2.101  -0.376
N2 3.412 0.494 2.589  0.077
C7 4.201 -0.620 3.146  -0.159
C8 4.408 -1.760 2.111  -0.734
Cl1 3.729 -3.278 2.786  0.733
C9 5.901 -1.947 1.692  -0.163
C10 6.625 -3.113 2.337  -0.282
N3 7.035 -3.153 3.530  0.117
C11 3.649 -1.428 0.827  -0.245
N4 2.237 -0.971 1.081  -0.109
P1 1.625 -0.388 -0.528  0.923
O3 1.184 1.084 0.020  -0.251
O4 0.220 -1.120 -0.779  -0.238
H1 2.093 1.233 5.556  0.065
H2 1.749 2.364 6.849  0.084
H3 0.615 2.228 5.495  0.078
H4 -0.350 1.015 7.418  0.135
H5 1.169 0.156 7.713  0.128
H6 0.198 -1.867 4.042  0.134
H7 -1.518 -1.558 3.736  0.145
H8 -0.269 -0.937 1.752  0.099
H9 -0.892 0.544 2.505  0.149
H10 1.263 0.979 3.469  0.152
H11 3.910 0.986 1.852  0.146
H12 3.636 -1.021 3.991  0.106
H13 5.150 -0.263 3.543  0.129
H14 5.920 -2.091 0.608  0.112
H15 6.449 -1.027 1.915  0.125
H16 6.803 -3.992 1.717  0.111
H17 6.832 -2.282 4.027  0.052
H18 4.186 -0.611 0.327  0.116
H19 3.626 -2.271 0.140  0.124
H20 0.642 1.507 -0.671  0.063
H21 -0.451 -1.073 -0.086  0.052
C12 0.211 4.571 -1.118  -0.091
C13 0.442 4.249 -2.587  -0.282
N5 -0.703 3.603 -3.200  -0.208
C14 -0.408 3.005 -4.495  -0.253
C15 0.005 3.932 -5.641  -0.080
C16 -1.961 4.332 -3.106  -0.245
C17 -2.007 5.758 -3.665  -0.076
H22 -0.135 3.678 -0.589  0.058
H23 1.141 4.905 -0.658  0.076
H24 -0.525 5.359 -0.965  0.071
H25 1.284 3.553 -2.665  0.111
H26 0.758 5.167 -3.105  0.107
H27 -1.278 2.420 -4.801  0.113
H28 0.395 2.276 -4.338  0.104
H29 -0.835 4.511 -6.022  0.059
H30 0.388 3.337 -6.471  0.074
H31 0.794 4.624 -5.344  0.069
H32 -2.249 4.371 -2.052  0.100
H33 -2.732 3.727 -3.587  0.116
H34 -1.160 6.358 -3.327  0.068
H35 -2.914 6.255 -3.319  0.076
H36 -2.024 5.776 -4.753  0.058
C18 -6.104 -3.325 -3.432  -0.087
C19 -4.593 -3.500 -3.441  -0.270
N6 -3.900 -2.485 -2.663  -0.201
C20 -2.472 -2.438 -2.909  -0.256
C21 -1.626 -3.659 -2.526  -0.087
C22 -4.314 -2.366 -1.277  -0.251
C23 -4.224 -3.611 -0.385  -0.081
H37 -6.377 -2.313 -3.730  0.081
H38 -6.560 -4.023 -4.135  0.076
H39 -6.537 -3.525 -2.450  0.065
H40 -4.240 -3.416 -4.471  0.119
H41 -4.351 -4.523 -3.114  0.104
H42 -2.072 -1.552 -2.404  0.093
H43 -2.333 -2.249 -3.978  0.112
H44 -1.509 -3.753 -1.446  0.047
H45 -0.626 -3.556 -2.951  0.069
H46 -2.052 -4.586 -2.908  0.070
H47 -5.349 -2.016 -1.263  0.103
H48 -3.736 -1.553 -0.827  0.105
H49 -4.657 -4.488 -0.866  0.069
H50 -4.780 -3.441 0.539  0.072
H51 -3.197 -3.852 -0.106  0.049

Values from the calculation:
Calculated total energy, eV: -63614.581
Total charge: +1
Frontier orbital gap, hartree: 0.2382
HOMO, eV: -9.93

# 2
Here is a molecular structure, C23H51CsN4NbOP in a non-equilibrium geometry from the OMol25 dataset. Energies are from ωB97M-V/def2-TZVPD.

Last column: Löwdin charge in e.
Cartesian coordinates (Å):
N1 1.533 -1.979 -0.760  -0.271
C1 2.279 -2.709 0.009  -0.336
O1 2.163 -3.748 0.690  -0.091
Cs1 -0.483 -3.329 0.552  1.424
Nb1 0.417 -0.372 -1.112  1.710
N2 -1.090 -1.057 -2.496  -0.262
N3 1.681 0.753 -2.150  -0.255
C2 -1.282 -2.046 -3.573  -0.671
C3 3.025 0.445 -2.729  -0.637
C4 -2.786 -2.332 -3.718  -0.035
C5 -0.715 -1.489 -4.885  -0.022
C6 -0.558 -3.317 -3.178  -0.071
C7 4.020 0.333 -1.565  -0.032
C8 3.463 1.545 -3.708  -0.038
C9 2.922 -0.874 -3.471  -0.055
H1 -3.221 -2.644 -2.763  0.088
H2 -2.923 -3.161 -4.438  0.107
H3 -3.344 -1.477 -4.099  0.086
H4 -1.159 -0.535 -5.162  0.079
H5 -0.905 -2.205 -5.711  0.110
H6 0.377 -1.354 -4.809  0.063
H7 0.514 -3.137 -2.979  0.066
H8 -0.627 -4.055 -4.003  0.113
H9 -1.018 -3.779 -2.296  0.027
H10 4.033 1.241 -0.956  0.085
H11 5.044 0.173 -1.951  0.107
H12 3.764 -0.519 -0.920  0.052
H13 3.649 2.504 -3.223  0.087
H14 2.729 1.684 -4.505  0.095
H15 4.410 1.232 -4.182  0.108
H16 3.919 -1.175 -3.845  0.112
H17 2.253 -0.783 -4.340  0.074
H18 2.555 -1.677 -2.818  0.039
C10 -1.945 0.181 -2.541  -0.137
H19 -1.586 0.907 -1.805  0.021
H20 -1.919 0.654 -3.528  0.094
H21 -2.984 -0.064 -2.276  0.091
C11 1.352 2.188 -1.943  -0.123
H22 0.428 2.277 -1.393  0.030
H23 2.141 2.698 -1.375  0.097
H24 1.232 2.716 -2.908  0.107
C12 -2.589 -1.078 1.065  -0.194
C13 -2.394 0.267 1.789  -0.575
C14 -2.919 1.401 0.897  -0.079
C15 -3.235 0.287 3.075  -0.063
P1 -0.444 0.501 2.156  1.046
N4 0.417 0.119 0.824  -0.413
C16 0.000 2.380 2.568  -0.577
C17 -0.914 2.995 3.638  -0.069
C18 1.487 2.473 3.001  -0.079
C19 -0.102 3.240 1.297  -0.091
C20 0.173 -0.664 3.670  -0.562
C21 1.693 -0.884 3.489  -0.070
C22 -0.139 -0.039 5.034  -0.073
C23 -0.475 -2.047 3.717  -0.127
H25 -3.651 -1.209 0.808  0.113
H26 -2.308 -1.923 1.700  -0.019
H27 -2.023 -1.101 0.117  -0.024
H28 -3.947 1.173 0.571  0.111
H29 -2.955 2.346 1.423  0.072
H30 -2.298 1.522 -0.013  0.053
H31 -2.983 -0.524 3.759  0.068
H32 -3.135 1.232 3.612  0.078
H33 -4.297 0.163 2.810  0.109
H34 -0.890 2.457 4.589  0.069
H35 -0.578 4.025 3.844  0.108
H36 -1.946 3.059 3.297  0.068
H37 2.141 2.040 2.261  0.072
H38 1.754 3.538 3.120  0.108
H39 1.667 2.023 3.982  0.069
H40 0.628 2.889 0.563  0.040
H41 -1.097 3.263 0.847  0.066
H42 0.160 4.281 1.536  0.108
H43 2.280 0.043 3.529  0.073
H44 2.065 -1.522 4.313  0.113
H45 1.914 -1.378 2.552  0.049
H46 -1.208 0.121 5.171  0.081
H47 0.199 -0.730 5.829  0.111
H48 0.406 0.888 5.215  0.070
H49 -1.554 -2.052 3.828  0.073
H50 -0.202 -2.660 2.835  -0.063
H51 -0.063 -2.627 4.546  0.108

Values from the calculation:
Calculated total energy, eV: -44059.486
Total charge: +2
Energy relative to the best compared isomer or geometry (same formula, charge and spin), kJ/mol: 331.3
Frontier orbital gap (alpha / beta), hartree: 0.2186 / 0.2187
HOMO (alpha / beta), eV: -14.02 / -14.02

# 3
Here is a molecular structure, C23H51IrN2O2P2SSi from the OMol25 dataset. Energies are from ωB97M-V/def2-TZVPD.

Last column: Löwdin charge in e.
Cartesian coordinates (Å):
Ir1 0.826 0.279 0.149  0.850
C1 -0.778 3.215 0.971  -0.018
C2 -1.280 2.028 1.724  -0.288
C3 -2.338 2.170 2.657  0.037
C4 -2.757 1.090 3.407  -0.004
C5 -2.112 -0.125 3.257  0.042
C6 -1.053 -0.248 2.320  -0.431
N1 -0.703 0.856 1.548  -0.020
N2 -0.329 -1.314 2.081  0.031
Si1 -0.349 -2.868 2.985  0.447
C7 -1.956 -3.738 2.607  -0.154
C8 -0.131 -2.496 4.798  -0.156
C9 1.098 -3.866 2.351  -0.163
H1 0.000 3.704 1.564  0.104
H2 -1.572 3.943 0.813  0.098
H3 -0.363 2.911 0.013  0.029
H4 -2.804 3.139 2.767  0.134
H5 -3.571 1.195 4.111  0.132
H6 -2.405 -0.987 3.838  0.103
H7 -2.842 -3.122 2.763  0.036
H8 -2.042 -4.609 3.262  0.053
H9 -1.976 -4.116 1.582  0.027
H10 -1.014 -2.064 5.270  0.032
H11 0.709 -1.818 4.968  0.038
H12 0.094 -3.427 5.324  0.051
H13 0.764 -4.822 1.941  0.046
H14 1.800 -4.093 3.155  0.045
H15 1.653 -3.341 1.573  -0.007
C10 3.674 -1.371 2.132  -0.234
P1 2.914 0.050 1.304  0.704
C11 2.849 1.325 2.602  -0.237
C12 4.202 0.648 0.144  -0.388
C13 3.699 1.814 -0.713  -0.387
P2 2.128 1.391 -1.555  0.720
C14 1.572 2.915 -2.353  -0.222
C15 2.637 0.307 -2.916  -0.224
H16 4.618 -1.067 2.587  0.068
H17 3.862 -2.173 1.419  0.055
H18 3.008 -1.743 2.909  0.036
H19 3.836 1.474 3.043  0.066
H20 2.156 1.009 3.382  0.049
H21 2.497 2.273 2.193  0.037
H22 4.495 -0.197 -0.484  0.087
H23 5.087 0.939 0.715  0.103
H24 4.448 2.098 -1.456  0.103
H25 3.514 2.696 -0.094  0.087
H26 2.362 3.320 -2.988  0.068
H27 1.297 3.655 -1.601  0.050
H28 0.694 2.694 -2.958  0.050
H29 3.359 0.830 -3.546  0.069
H30 1.764 0.029 -3.503  0.042
H31 3.102 -0.601 -2.529  0.045
C16 -3.651 2.575 -1.420  -0.060
C17 -2.297 2.654 -2.091  -0.283
O1 -1.420 1.607 -1.636  -0.181
H32 -4.269 3.425 -1.713  0.090
H33 -3.545 2.592 -0.333  0.063
H34 -4.177 1.662 -1.698  0.063
H35 -1.813 3.606 -1.857  0.105
H36 -2.398 2.605 -3.176  0.126
H37 -1.279 0.962 -2.344  0.029
C18 0.072 -3.855 -3.675  -0.084
C19 0.048 -4.064 -2.166  -0.257
C20 0.620 -2.903 -1.359  -0.313
S1 -0.278 -1.348 -1.315  0.755
O2 -0.435 -0.785 -2.676  -0.468
C21 -1.909 -1.809 -0.703  -0.297
C22 -2.859 -2.307 -1.804  -0.253
C23 -3.833 -1.234 -2.272  -0.084
H38 -0.290 -4.747 -4.184  0.088
H39 1.090 -3.668 -4.022  0.086
H40 -0.542 -3.010 -3.985  0.061
H41 0.664 -4.930 -1.910  0.123
H42 -0.956 -4.306 -1.814  0.103
H43 1.608 -2.611 -1.729  0.095
H44 0.724 -3.151 -0.300  0.060
H45 -2.288 -0.895 -0.239  0.085
H46 -1.729 -2.541 0.085  0.061
H47 -3.408 -3.161 -1.405  0.122
H48 -2.295 -2.672 -2.661  0.087
H49 -4.433 -0.859 -1.440  0.083
H50 -4.514 -1.636 -3.020  0.089
H51 -3.302 -0.395 -2.722  0.065

Values from the calculation:
Calculated total energy, eV: -71870.483
Total charge: +2
Energy relative to the best compared isomer or geometry (same formula, charge and spin), kJ/mol: 37.1
Spin multiplicity: 5
Frontier orbital gap (alpha / beta), hartree: 0.2774 / 0.2552
HOMO (alpha / beta), eV: -12.58 / -14.95